A structure of composition C4H9NS, computed with wB97M-V/def2-TZVPD.

Properties
- calculated total energy (Eh) = -610.64554
- E_HOMO (eV) = -7.256
- 2S+1 = 1
- LUMO level (eV) = -0.6711

```
15
Properties=species:S:1:pos:R:3:mulliken_charge:R:1
S 1.765 -1.037 0.143 -0.47
N -1.051 -0.067 -0.121 0.04
C 2.522 -0.321 1.696 -0.68
C -0.557 0.634 -2.402 -0.64
C -1.955 -0.090 0.801 -0.17
C -1.421 0.484 -1.356 0.06
H 2.596 0.763 1.678 0.24
H 0.505 0.380 -2.223 0.20
H 1.969 -0.681 2.591 0.22
H -1.780 -0.527 1.755 0.28
H -0.854 0.963 -3.396 0.26
H 3.544 -0.752 1.718 0.23
H -2.468 0.513 -1.514 0.22
H 0.143 -0.486 0.121 0.02
H -2.956 0.223 0.509 0.19
```



An isolated molecule of H2NO4P, computed with wB97M-V/def2-TZVPD.

Properties
- SMILES string = O=NP(=O)(O)O
- calculated total energy (Eh) = -698.22618
- E_HOMO (alpha / beta) (eV) = -9.722 / -9.721
- 2S+1 = 1
- LUMO level (alpha / beta) (eV) = -0.8689 / -0.8676

```
8
Properties=species:S:1:pos:R:3:mulliken_charge:R:1
P -0.272 -0.233 -0.110 0.98
O 2.138 -0.718 -0.069 -0.29
O 0.207 0.534 1.146 -0.44
O -1.633 -0.598 0.215 -0.62
O -0.041 0.722 -1.390 -0.42
N 1.103 -1.123 0.386 0.13
H -0.927 0.636 -1.730 0.34
H -0.574 0.780 1.551 0.32
```



A structure of composition C8H20N2OSi, computed with wB97M-V/def2-TZVPD.

Properties
- calculated total energy (Eh) = -791.06658
- E_HOMO (eV) = -9.018
- 2S+1 = 1
- LUMO level (eV) = 0.9455

```
32
Properties=species:S:1:pos:R:3:mulliken_charge:R:1
Si 0.019 0.641 1.053 0.53
O -0.547 1.906 0.157 -0.35
N 0.790 -0.665 0.070 -0.13
N 2.859 -0.571 -3.173 -0.62
C -2.971 -1.409 -0.205 -1.45
C 2.375 -1.103 -1.833 -0.33
C 1.837 -0.113 -0.843 -0.70
C -0.367 -1.129 -0.635 -1.15
C -1.485 -1.372 0.385 0.45
C -1.443 -0.335 1.534 -0.72
C -1.264 2.856 0.808 -0.75
C 1.125 1.228 2.460 -1.29
H -1.295 -2.429 0.757 0.30
H 1.480 0.659 -1.521 0.36
H -3.545 -1.912 0.545 0.41
H -2.300 0.372 1.400 0.36
H 3.720 -0.084 -2.909 0.20
H 1.583 -1.743 -2.189 0.27
H 1.724 0.380 2.605 0.41
H -2.951 -2.041 -1.148 0.34
H 3.167 -1.772 -1.359 0.21
H -2.036 3.309 0.099 0.20
H -0.639 3.683 1.166 0.25
H 3.086 -1.126 -3.949 0.21
H 0.476 1.357 3.294 0.39
H 1.724 2.115 2.265 0.33
H -1.523 -0.766 2.624 0.26
H -0.250 -2.066 -1.124 0.56
H -1.737 2.463 1.725 0.34
H 2.607 0.449 -0.306 0.44
H -3.394 -0.384 -0.482 0.33
H -0.826 -0.398 -1.273 0.33
```



A structure of composition C6H40NO14, computed with wB97M-V/def2-TZVPD.

Properties
- expectation value of S² = 0.755
- calculated total energy (Eh) = -1360.49638
- E_HOMO (alpha / beta) (eV) = -10.008 / -10.008
- 2S+1 = 2
- LUMO level (alpha / beta) (eV) = -1.0817 / -6.2410

```
61
Properties=species:S:1:pos:R:3:mulliken_spin:R:1
O 3.165 1.368 3.565 0.00
O -1.207 0.444 3.484 0.00
O 3.591 -0.892 -1.762 0.00
O 1.489 -0.871 -5.029 0.00
O 0.141 -1.486 -1.389 0.00
O 0.230 -3.881 3.635 0.00
O 0.425 -4.800 -0.492 0.00
O 0.855 0.540 -2.468 0.00
O 3.865 -3.502 0.163 0.00
O 1.532 3.627 -1.399 0.07
O -0.933 -1.944 1.163 0.00
O -1.580 -3.528 -1.939 0.00
O 2.843 -2.946 3.364 0.00
O 0.632 0.609 0.679 0.00
N -0.865 4.125 -0.878 0.76
C -1.393 3.153 -1.826 0.02
C -2.101 1.577 -0.040 0.04
C 0.563 3.865 -0.426 -0.01
C -3.253 1.177 0.906 0.00
C -3.448 2.283 1.982 0.01
C -2.631 2.464 -1.193 0.10
H -2.010 -3.667 -1.077 0.00
H -3.190 1.864 -1.915 0.00
H -2.716 3.085 1.879 0.00
H -0.980 5.055 -1.291 -0.01
H -0.013 -3.314 2.900 0.00
H 3.646 1.334 2.738 0.00
H 3.320 -2.939 2.528 0.00
H 1.270 3.142 -2.185 0.00
H 0.617 -5.408 -1.212 0.00
H 2.830 -0.722 -2.338 0.00
H 2.401 -1.188 -4.968 0.00
H 1.230 -0.631 -4.118 0.00
H -3.335 1.867 2.987 0.00
H 0.888 -2.076 -1.590 0.00
H -4.226 1.079 0.427 0.00
H 2.215 1.267 3.489 0.00
H 0.995 4.755 0.031 0.00
H -4.490 2.616 1.888 0.00
H 0.033 0.996 -2.581 0.00
H 4.107 -3.241 -0.738 0.00
H 1.167 -4.107 3.639 0.00
H 2.935 -3.740 -0.016 0.00
H -1.805 3.734 -2.667 0.04
H -1.602 -0.252 2.936 0.00
H 3.409 -0.174 -1.142 0.00
H -0.151 0.064 0.643 0.00
H 2.374 -2.114 3.474 0.00
H -0.498 0.680 2.868 0.00
H -0.620 2.528 -2.235 -0.01
H -1.623 0.714 -0.502 0.00
H 0.992 0.686 -0.220 0.00
H -0.296 -1.473 0.564 0.00
H 0.582 -0.534 -1.972 0.00
H -2.929 0.205 1.288 0.00
H -0.787 -2.759 0.674 0.00
H -1.066 -2.761 -1.548 0.00
H -1.429 2.091 0.644 -0.01
H -0.308 -4.275 -0.883 0.00
H -3.292 3.221 -0.751 0.00
H 0.434 3.014 0.249 0.00
```



A structure of composition C4H9O6S3, computed with wB97M-V/def2-TZVPD.

Properties
- calculated total energy (Eh) = -1803.75125
- E_HOMO (eV) = -4.621
- 2S+1 = 1
- total charge = -1
- LUMO level (eV) = 3.2064

```
22
Properties=species:S:1:pos:R:3:mulliken_charge:R:1
S -2.465 1.504 0.253 0.62
S -1.507 -1.145 0.766 1.05
S -2.668 -0.642 -1.130 0.64
O -1.642 -0.141 1.805 -0.57
O -3.623 0.220 -0.213 -0.33
O -3.357 -1.848 -1.512 -0.62
O -1.346 0.967 -0.621 -0.52
O -2.096 -2.457 1.049 -0.72
O -3.056 2.662 -0.388 -0.61
C 2.709 1.454 -0.625 -1.24
C 1.767 0.124 -0.578 -0.39
C 0.435 -1.508 0.759 -0.88
C 1.134 -0.136 0.767 -0.40
H 0.968 0.167 -1.456 0.13
H 3.390 1.309 -1.401 0.40
H 3.202 1.496 0.259 0.38
H 1.983 2.334 -0.859 0.23
H 2.369 -0.797 -0.740 0.38
H 0.869 -2.142 -0.100 0.33
H 0.412 0.710 0.832 0.17
H 1.860 -0.103 1.510 0.57
H 0.662 -2.027 1.621 0.39
```



A structure of composition C20H23N3STe2Zr, computed with wB97M-V/def2-TZVPD.

Properties
- calculated total energy (Eh) = -1921.43478
- E_HOMO (eV) = -6.467
- 2S+1 = 1
- LUMO level (eV) = -0.4395

```
50
Properties=species:S:1:pos:R:3:mulliken_charge:R:1
Te 3.041 0.333 0.615 -0.40
Te -1.314 -1.195 3.582 -0.05
Zr 0.652 -0.381 1.591 -0.78
S -0.080 2.130 1.257 -0.33
N 0.122 4.398 -0.078 -0.49
N -0.753 2.597 -1.270 0.14
N -1.405 -0.137 -1.593 0.09
C -0.913 3.327 -2.370 1.28
C 1.747 -1.711 3.845 0.56
C 0.002 -4.369 -1.415 -0.60
C -0.557 4.645 -2.346 -0.86
C 1.128 0.579 4.217 0.37
C 0.730 -0.749 3.971 -1.39
C 0.343 -2.190 0.357 0.97
C 3.087 -1.377 4.065 -0.69
C 0.198 -1.993 -1.025 0.59
C -1.491 2.632 -3.561 -1.20
C -0.247 3.082 -0.128 0.48
C 2.471 0.900 4.436 -0.63
C -0.040 5.125 -1.157 -0.13
C 0.065 -4.583 -0.044 -0.87
C 0.025 -0.588 -1.538 -0.97
C 0.072 -3.067 -1.902 -0.66
C 0.254 -3.508 0.817 -0.08
C -2.156 -0.418 -0.370 -0.89
C -2.128 -0.686 -2.747 -1.39
C 3.445 -0.082 4.389 -0.45
H -0.671 5.276 -3.218 0.40
H 3.843 -2.144 3.989 0.40
H -1.586 -0.463 -3.671 0.38
H 0.036 -2.886 -2.977 0.42
H -1.688 0.066 0.483 0.29
H -0.028 -5.589 0.357 0.39
H -2.245 -1.477 -0.165 0.38
H -0.844 1.806 -3.866 0.20
H 0.321 -3.713 1.871 0.24
H 0.372 1.339 4.311 0.54
H 4.487 0.172 4.557 0.37
H -1.595 3.325 -4.396 0.39
H 0.268 6.169 -1.077 0.40
H -3.155 0.008 -0.457 0.34
H -2.260 -1.772 -2.676 0.45
H 0.430 -0.482 -2.546 0.77
H 2.742 1.923 4.657 0.40
H -0.115 -5.206 -2.099 0.37
H 0.590 0.114 -0.901 -0.04
H -3.122 -0.227 -2.809 0.32
H 1.477 -2.735 3.660 0.50
H -1.081 1.569 -1.306 0.17
H -2.473 2.216 -3.320 0.27
```



An isolated molecule of C5H12O2, computed with wB97M-V/def2-TZVPD.

Properties
- SMILES string = CC[C@@H](O)[C@@H](C)O
- calculated total energy (Eh) = -348.18325
- E_HOMO (eV) = -9.948
- 2S+1 = 1
- LUMO level (eV) = 0.8039

```
19
Properties=species:S:1:pos:R:3:mulliken_charge:R:1
O 0.437 -1.552 -0.045 -0.58
O -1.910 -0.660 0.503 -0.58
C 0.930 0.597 1.010 -0.52
C -1.186 0.213 -0.362 0.41
C 2.378 0.181 1.239 -1.23
C -1.612 0.070 -1.815 -1.42
C 0.301 -0.152 -0.166 -0.12
H -2.834 -0.674 0.230 0.32
H -1.346 1.251 -0.035 0.24
H -0.317 -1.832 0.499 0.40
H 2.837 0.752 2.053 0.38
H -1.121 0.841 -2.420 0.36
H 0.329 0.421 1.913 0.29
H 2.977 0.344 0.334 0.32
H 2.433 -0.883 1.481 0.28
H -1.322 -0.912 -2.201 0.35
H -2.695 0.200 -1.935 0.41
H 0.849 0.122 -1.078 0.40
H 0.872 1.674 0.796 0.31
```